Record 1
{"formula": "C26H33N3O6", "method": "the ωB97M-V functional and the def2-TZVPD basis", "species": ["C", "H", "O", "C", "C", "C", "C", "C", "C", "O", "C", "H", "H", "H", "O", "C", "H", "H", "H", "H", "C", "O", "N", "C", "H", "C", "C", "N", "C", "O", "C", "N", "C", "O", "C", "H", "H", "H", "H", "H", "C", "C", "C", "C", "C", "C", "C", "H", "H", "H", "H", "H", "H", "H", "H", "C", "H", "C", "H", "H", "H", "H", "H", "H", "H", "H", "H", "H"], "coordinates": [[2.158764, 0.580038, -3.507886], [2.494516, 0.290710, -4.501929], [2.936149, -0.185451, -2.613774], [2.701080, -0.062777, -1.283198], [1.695164, 0.719962, -0.740043], [1.513465, 0.756611, 0.637527], [2.334005, -0.002093, 1.459530], [3.370398, -0.768251, 0.937242], [3.564181, -0.810350, -0.451744], [4.522682, -1.491750, -1.134099], [5.265261, -2.521498, -0.523056], [5.953898, -2.135286, 0.231348], [4.616083, -3.273183, -0.068173], [5.832781, -2.977475, -1.334324], [4.227149, -1.490156, 1.730288], [3.970243, -1.560943, 3.111112], [2.975744, -1.968213, 3.317515], [4.725927, -2.236260, 3.510247], [4.071543, -0.583119, 3.592896], [2.153211, 0.027589, 2.521080], [0.383218, 1.470699, 1.291556], [-0.361792, 0.857840, 2.055390], [0.216858, 2.790343, 1.069988], [0.901689, 3.592051, 0.087851], [1.833672, 3.109442, -0.203955], [-0.015896, 3.830765, -1.127868], [-1.492988, 3.664605, -0.733689], [-1.902856, 2.271063, -0.667098], [-1.652531, 1.284645, -1.542349], [-1.037400, 1.417592, -2.584814], [-2.201566, -0.073522, -1.086131], [-2.459156, -0.112167, 0.334294], [-3.656529, -0.506799, 0.837029], [-4.648814, -0.624456, 0.149173], [-3.629444, -0.751121, 2.327810], [-4.603532, -0.531818, 2.755915], [-2.857139, -0.160275, 2.812288], [-3.414703, -1.806545, 2.488578], [-1.657587, -0.091370, 0.956493], [-3.173407, -0.229976, -1.574385], [-1.234015, -1.200195, -1.500619], [-1.731763, -2.507706, -0.958879], [-2.750734, -3.200109, -1.599389], [-3.259910, -4.364089, -1.053396], [-2.757731, -4.848594, 0.142485], [-1.740181, -4.166273, 0.786466], [-1.231799, -3.001506, 0.239122], [-0.439551, -2.467707, 0.746627], [-1.344445, -4.539536, 1.720439], [-3.159305, -5.754688, 0.572091], [-4.055272, -4.891971, -1.558481], [-3.150387, -2.820387, -2.528444], [-1.173124, -1.216502, -2.589131], [-0.242367, -0.981037, -1.097918], [-2.461673, 2.006837, 0.132323], [-1.702953, 4.277746, 0.651751], [-1.377871, 5.318112, 0.619023], [-0.890926, 3.489207, 1.695276], [-1.502523, 2.737131, 2.197625], [-0.497500, 4.169630, 2.459571], [-2.760015, 4.267462, 0.919113], [-2.113608, 4.181539, -1.478766], [0.134816, 4.841713, -1.506658], [0.201043, 3.138647, -1.939161], [1.146369, 4.548962, 0.562520], [1.021728, 1.246106, -1.390751], [1.088802, 0.375931, -3.412448], [2.332577, 1.652154, -3.367017]], "atomic_forces_ev_per_a": [[-0.21, 0.12, -0.18], [-0.03, 0.06, 0.04], [0.17, -0.19, 0.42], [0.19, -0.14, 0.02], [0.05, 0.02, 0.04], [0.28, -0.38, -0.17], [-0.08, 0.11, 0.07], [0.06, -0.07, -0.02], [0.04, -0.06, -0.28], [-0.34, 0.46, 0.13], [0.36, -0.40, 0.13], [-0.07, -0.07, -0.10], [0.04, 0.04, -0.03], [-0.04, 0.00, 0.06], [-0.10, 0.20, -0.53], [-0.03, -0.01, 0.24], [0.03, 0.03, -0.01], [-0.07, 0.06, 0.03], [-0.03, -0.04, -0.02], [0.00, -0.06, 0.11], [0.06, 0.19, 0.07], [-0.01, -0.24, 0.28], [0.08, 0.03, 0.29], [0.25, 0.21, -0.38], [-0.06, 0.15, 0.08], [0.03, -0.13, 0.07], [0.04, 0.34, -0.40], [-0.27, 0.29, 0.28], [-0.37, -0.22, 0.42], [0.12, 0.00, -0.46], [0.01, -0.18, -0.20], [0.32, 0.13, -0.23], [-0.04, 0.11, 0.33], [-0.33, -0.13, -0.10], [-0.16, -0.06, -0.10], [-0.03, 0.02, -0.03], [0.09, 0.03, 0.08], [0.04, -0.09, 0.04], [-0.08, 0.00, 0.05], [0.19, 0.07, 0.05], [-0.23, 0.11, 0.00], [0.12, 0.00, -0.08], [0.07, 0.00, 0.03], [-0.08, -0.06, -0.04], [-0.04, -0.10, 0.05], [0.02, -0.05, 0.12], [0.01, -0.04, -0.05], [0.10, 0.08, 0.04], [0.03, -0.03, 0.06], [-0.03, -0.07, 0.02], [-0.07, -0.04, -0.04], [-0.06, 0.06, -0.11], [0.09, 0.02, 0.03], [0.01, -0.03, -0.08], [0.11, -0.11, -0.08], [0.06, -0.15, -0.18], [-0.06, 0.03, -0.04], [-0.28, -0.07, 0.27], [0.10, 0.16, -0.05], [-0.06, -0.08, -0.02], [-0.03, 0.07, 0.03], [0.12, -0.04, 0.14], [-0.02, 0.04, -0.02], [0.06, 0.08, 0.02], [0.06, -0.07, -0.01], [-0.09, 0.11, -0.17], [0.04, 0.01, 0.04], [-0.02, -0.02, 0.03]], "total_charge": 0, "gap_ev": 8.680, "spin_multiplicity": 1, "smiles": "COc1cc(C(=O)N2CCC(NC(=O)[C@@H](Cc3ccccc3)NC(C)=O)CC2)cc(OC)c1OC", "lumo_ev": 0.582}


Record 2
{"formula": "C26H33O4PRuSeSi", "method": "the ωB97M-V functional and the def2-TZVPD basis", "species": ["Ru", "O", "C", "O", "C", "C", "C", "C", "C", "C", "P", "C", "C", "C", "C", "C", "C", "C", "C", "C", "C", "C", "C", "H", "H", "H", "H", "H", "H", "H", "H", "H", "H", "H", "H", "H", "H", "C", "O", "C", "C", "O", "C", "H", "H", "H", "H", "H", "H", "H", "H", "H", "H", "C", "Si", "C", "C", "Se", "H", "H", "H", "H", "H", "H", "H", "H", "H"], "coordinates": [[-0.668961, 1.214450, -0.299852], [0.690878, 1.653610, 2.675391], [1.226336, 1.712797, 1.596880], [0.761066, 2.341730, 0.514096], [2.475653, 0.929472, 1.377116], [3.654903, 1.180203, 2.065686], [4.765786, 0.387705, 1.832090], [4.701340, -0.667698, 0.925759], [3.525495, -0.919696, 0.240138], [2.406593, -0.115801, 0.458766], [0.901120, -0.353689, -0.522160], [0.414513, -2.081535, -0.380838], [-0.504327, -2.599382, -1.298181], [-0.980540, -3.891807, -1.148831], [-0.557972, -4.667759, -0.075298], [0.342815, -4.152916, 0.843836], [0.826669, -2.859435, 0.697764], [1.485917, -0.081866, -2.213108], [1.902168, -1.116912, -3.047617], [2.396127, -0.829188, -4.311639], [2.475137, 0.487018, -4.747490], [2.062255, 1.522784, -3.920355], [1.566907, 1.240857, -2.655523], [3.692651, 1.988994, 2.783804], [5.689374, 0.588664, 2.358808], [5.570595, -1.287594, 0.751254], [3.482540, -1.734721, -0.473952], [-0.838564, -1.991370, -2.129701], [-1.681224, -4.296621, -1.868105], [-0.938452, -5.673802, 0.046828], [0.671557, -4.757189, 1.679353], [1.525729, -2.459969, 1.421323], [1.836286, -2.146220, -2.716359], [2.721665, -1.634428, -4.957007], [2.859891, 0.705539, -5.734941], [2.137282, 2.549194, -4.254497], [1.276257, 2.056846, -2.001948], [-3.144268, -0.511257, -1.236649], [-1.990031, 0.172104, -1.765483], [-2.322459, 1.046468, -2.861874], [-2.675165, 2.418831, -2.370391], [-1.504538, 2.880140, -1.711584], [-1.574105, 4.232395, -1.229029], [-3.578674, -1.126229, -2.026508], [-3.880643, 0.196563, -0.857725], [-2.797588, -1.140720, -0.425480], [-3.133436, 0.611510, -3.446477], [-1.426940, 1.103576, -3.481150], [-3.516334, 2.402135, -1.669142], [-2.932500, 3.073403, -3.207252], [-1.620048, 4.924000, -2.070446], [-0.674112, 4.406427, -0.646929], [-2.453189, 4.358583, -0.595751], [-0.323568, -1.047319, 3.764774], [-1.737064, 0.134866, 3.783469], [-1.509921, 1.674066, 4.760518], [-3.397489, -0.635209, 3.986536], [-1.974963, 0.855384, 1.529620], [-0.162390, -1.520447, 4.737459], [0.578766, -0.499501, 3.490378], [-0.497449, -1.833379, 3.025754], [-1.343894, 1.441654, 5.817261], [-2.395252, 2.309500, 4.688576], [-0.655215, 2.220876, 4.382552], [-3.501892, -1.011917, 5.008699], [-3.540022, -1.471050, 3.299826], [-4.191083, 0.094282, 3.814958]], "atomic_forces_ev_per_a": [[0.12, -0.39, -1.22], [0.01, 0.65, 0.29], [0.11, 0.15, -0.50], [0.00, -0.03, 0.87], [0.16, -0.08, -0.37], [-0.08, -0.05, 0.10], [0.01, -0.07, -0.05], [-0.01, 0.06, 0.03], [0.02, 0.02, -0.02], [0.10, -0.10, -0.05], [0.06, -0.07, 0.58], [-0.11, -0.04, 0.03], [0.08, -0.10, 0.01], [0.01, 0.02, 0.02], [-0.04, -0.01, -0.01], [0.01, 0.02, 0.03], [0.03, -0.03, -0.05], [-0.12, -0.03, -0.13], [-0.05, -0.01, -0.05], [-0.01, 0.01, 0.02], [-0.02, 0.01, 0.00], [-0.02, -0.03, 0.00], [0.02, -0.04, -0.03], [0.00, 0.00, -0.01], [-0.01, 0.00, 0.00], [-0.01, 0.01, 0.01], [-0.01, 0.00, 0.02], [0.03, -0.02, -0.01], [0.01, 0.01, 0.01], [0.03, 0.01, -0.02], [-0.01, 0.01, -0.01], [0.00, -0.01, 0.00], [0.01, 0.02, 0.00], [0.00, 0.01, 0.01], [0.01, 0.00, 0.01], [-0.01, 0.00, 0.00], [0.07, 0.04, 0.04], [-0.05, -0.22, -0.19], [-0.24, 0.21, 0.33], [0.04, -0.15, -0.19], [-0.02, 0.03, 0.09], [0.22, 0.49, 0.45], [-0.08, -0.03, -0.08], [0.01, 0.03, -0.03], [0.02, 0.03, 0.02], [0.01, -0.01, 0.00], [-0.01, -0.06, 0.03], [0.02, -0.02, -0.02], [-0.02, 0.02, 0.02], [0.05, 0.00, -0.03], [-0.01, 0.00, -0.03], [0.03, -0.02, 0.01], [-0.01, 0.00, 0.03], [0.20, -0.29, 0.15], [0.55, 0.15, -0.65], [-0.18, 0.13, 0.33], [-0.28, -0.19, 0.13], [-0.61, 0.00, -0.02], [-0.02, 0.00, -0.02], [-0.01, -0.06, 0.05], [-0.02, 0.00, 0.05], [-0.03, 0.01, -0.04], [0.01, -0.02, 0.04], [0.11, 0.08, 0.01], [-0.05, 0.00, -0.03], [-0.01, 0.00, 0.03], [-0.01, -0.02, 0.02]], "total_charge": 1, "gap_ev": [7.445, 6.688], "s_squared": 0.7625, "spin_multiplicity": 2, "lumo_ev": [-3.491, -4.113]}


Record 3
{"formula": "C26H34BCeN3O5S", "method": "the ωB97M-V functional and the def2-TZVPD basis", "species": ["Ce", "O", "C", "C", "C", "C", "C", "C", "C", "N", "C", "C", "N", "H", "H", "H", "H", "H", "H", "H", "O", "S", "C", "C", "C", "C", "H", "H", "H", "H", "H", "H", "H", "H", "C", "N", "C", "C", "O", "H", "H", "H", "H", "H", "H", "H", "C", "C", "C", "C", "C", "C", "C", "C", "O", "B", "O", "C", "C", "H", "H", "H", "H", "H", "H", "H", "H", "H", "H", "H", "H"], "coordinates": [[-0.919837, 1.277534, 0.123615], [-2.095230, 2.600417, -1.091987], [-3.398100, 2.966115, -0.928350], [-3.725669, 4.312635, -1.041608], [-5.027184, 4.739781, -0.870258], [-6.029919, 3.821650, -0.566199], [-5.710807, 2.484638, -0.464025], [-4.400491, 2.027734, -0.656603], [-4.117755, 0.589198, -0.614475], [-2.922200, 0.000442, -0.510492], [-3.142085, -1.372130, -0.503186], [-4.467746, -1.604320, -0.616572], [-5.062478, -0.363529, -0.676058], [-2.939515, 5.013840, -1.291190], [-5.264365, 5.790260, -0.970667], [-7.047583, 4.150374, -0.413110], [-6.497642, 1.784262, -0.212478], [-2.335029, -2.081044, -0.443467], [-5.034274, -2.516914, -0.663761], [-6.048410, -0.199195, -0.799007], [0.015720, 3.186646, 1.145515], [0.975328, 4.324150, 0.677056], [0.303420, 4.981520, -0.874311], [0.040813, 6.467074, -0.632929], [-0.502000, 6.564249, 0.790712], [0.480228, 5.769615, 1.643885], [-0.620826, 4.421796, -1.034187], [1.001461, 4.757820, -1.677632], [-0.649947, 6.854659, -1.380728], [0.966308, 7.039456, -0.720600], [-1.498926, 6.123783, 0.856521], [-0.567448, 7.593059, 1.140259], [0.093148, 5.380948, 2.584990], [1.401067, 6.320332, 1.842073], [3.089256, 0.808411, 0.342448], [3.117600, 1.001022, -1.102282], [4.387847, 0.699129, -1.770164], [2.074873, 1.377437, -1.796175], [0.930921, 1.624787, -1.335437], [3.957691, 1.296397, 0.782009], [3.128392, -0.256471, 0.576385], [2.191596, 1.250234, 0.766801], [5.159140, 1.380834, -1.416055], [4.275546, 0.806551, -2.845445], [4.679969, -0.324473, -1.541658], [2.240361, 1.472797, -2.871132], [2.649723, -6.292668, 2.616213], [2.335509, -6.176922, 1.125764], [3.631474, -6.408788, 0.335741], [1.304112, -7.253923, 0.756202], [1.762745, -4.806221, 0.766544], [1.443385, -4.532520, -0.575261], [0.902081, -3.326758, -0.999029], [0.692477, -2.391579, -0.011907], [0.152985, -1.094003, -0.113347], [0.159418, -0.623729, 1.199063], [0.670629, -1.509101, 2.080973], [0.998920, -2.633497, 1.304998], [1.533696, -3.826618, 1.734529], [3.064041, -7.280357, 2.817387], [1.755916, -6.183989, 3.234041], [3.389269, -5.555760, 2.936553], [4.047876, -7.383596, 0.592548], [4.378100, -5.649039, 0.574485], [3.464639, -6.397001, -0.741760], [1.686720, -8.238614, 1.027648], [1.092520, -7.263815, -0.313662], [0.364260, -7.096991, 1.288439], [1.618678, -5.296494, -1.319923], [0.659080, -3.140997, -2.036124], [1.756561, -3.980519, 2.779809]], "atomic_forces_ev_per_a": [[-0.22, 1.48, -1.50], [0.23, -0.70, 0.66], [0.41, -0.09, -0.03], [-0.02, 0.15, -0.03], [-0.03, -0.04, 0.01], [0.07, 0.01, -0.02], [-0.03, 0.01, 0.00], [-0.10, -0.21, 0.04], [0.07, 0.04, -0.01], [0.17, 0.07, 0.40], [-0.01, 0.11, -0.09], [-0.05, 0.03, 0.03], [-0.09, -0.08, -0.08], [-0.01, 0.00, 0.01], [-0.01, 0.00, 0.00], [0.00, 0.00, 0.00], [0.00, 0.01, 0.00], [0.01, 0.00, 0.02], [-0.01, 0.01, 0.00], [0.01, 0.00, -0.03], [-0.05, -0.20, -0.46], [-0.07, -0.36, 0.28], [-0.09, 0.02, 0.01], [-0.02, 0.00, 0.02], [0.03, -0.01, -0.01], [-0.03, -0.01, 0.07], [0.04, 0.01, -0.02], [0.01, 0.02, 0.00], [-0.02, -0.01, 0.01], [0.00, 0.00, -0.02], [0.00, -0.01, -0.02], [0.00, 0.00, 0.00], [0.01, 0.03, 0.01], [-0.01, 0.03, -0.02], [0.03, 0.04, -0.03], [0.14, -0.05, -0.01], [-0.05, 0.02, 0.06], [-0.24, -0.08, -0.12], [-0.23, -0.10, 0.51], [0.01, -0.01, 0.00], [-0.01, -0.01, 0.01], [0.01, 0.02, 0.00], [0.01, 0.00, 0.01], [0.00, 0.01, 0.00], [0.00, -0.01, 0.00], [0.01, 0.03, -0.01], [0.00, -0.01, 0.03], [-0.02, 0.03, -0.01], [0.01, -0.01, 0.00], [0.02, -0.01, 0.00], [-0.01, 0.00, -0.04], [0.00, -0.01, 0.02], [0.02, -0.03, 0.01], [-0.05, 0.08, -0.20], [-0.11, 0.03, -0.10], [0.10, 0.02, 0.45], [0.15, -0.36, -0.07], [-0.01, 0.17, 0.27], [0.03, -0.03, -0.03], [0.00, 0.01, 0.01], [0.00, 0.00, -0.01], [0.00, -0.01, -0.01], [0.00, 0.01, 0.00], [0.00, 0.00, 0.01], [-0.01, 0.00, 0.00], [0.00, 0.00, -0.01], [0.00, 0.00, 0.00], [0.01, 0.00, 0.01], [0.01, -0.01, 0.00], [-0.01, 0.00, 0.00], [-0.01, 0.00, -0.01]], "total_charge": 2, "gap_ev": [7.075, 7.069], "spin_multiplicity": 1, "lumo_ev": [-6.521, -6.527]}


Energy above the lowest of the compared OMol25 structures with the same formula, charge and spin values (in kcal/mol) by entry order: 4.59, 0.00, 0.00.